1.
{
  "formula": "C4H9BO2",
  "method": "ωB97M-V/def2-TZVPD",
  "e_tot_ha": -333.14912,
  "relative_energy_kj_mol": 204.6,
  "charge": 0,
  "e_homo_ha": -0.2985,
  "smiles": "CC1(B(O)O)CC1",
  "multiplicity": 1,
  "lumo_ev": 0.4,
  "species": ["O", "O", "C", "C", "C", "C", "B", "H", "H", "H", "H", "H", "H", "H", "H", "H"],
  "coordinates": [[-2.255, 0.925, -0.152], [-1.759, -1.359, 0.046], [0.751, 1.577, -0.079], [0.133, 0.243, 0.154], [1.082, -0.861, 0.785], [1.325, -1.015, -0.621], [-1.375, -0.088, -0.028], [-2.701, -1.444, -0.217], [0.576, -1.774, 1.265], [0.848, 1.675, -1.267], [0.928, -2.026, -1.150], [1.652, 1.857, 0.384], [-0.052, 2.342, 0.195], [1.878, -0.490, 1.439], [-3.057, 0.850, 0.264], [2.026, -0.414, -1.019]],
  "atomic_forces_ev_per_a": [[2.13, 1.73, -1.57], [-1.78, -2.09, -0.30], [-2.98, 1.40, -3.35], [2.62, -3.70, -0.67], [-1.33, -0.80, 1.99], [-4.89, -2.58, 0.36], [2.23, 0.90, 0.45], [0.90, -0.18, 0.36], [0.56, 1.64, -0.64], [0.10, 0.31, 2.53], [0.96, 2.96, 1.12], [1.22, -0.10, 0.71], [1.15, -0.70, -0.30], [-0.19, 0.09, -0.19], [-3.06, -0.40, 1.28], [2.36, 1.51, -1.77]],
  "mulliken_charge": [-0.56, -0.54, -1.40, 0.54, -0.50, -0.69, 0.50, 0.28, 0.21, 0.27, 0.20, 0.40, 0.32, 0.30, 0.27, 0.40]
}


2.
{
  "formula": "C4H9BOS",
  "method": "ωB97M-V/def2-TZVPD",
  "e_tot_ha": -656.06665,
  "relative_energy_kj_mol": 188.8,
  "charge": 0,
  "e_homo_ha": -0.3443,
  "smiles": "CB1OCCCS1",
  "multiplicity": 1,
  "lumo_ev": 0.6,
  "species": ["S", "O", "C", "C", "C", "C", "B", "H", "H", "H", "H", "H", "H", "H", "H", "H"],
  "coordinates": [[-1.568, -0.810, 0.025], [1.210, 0.095, -0.502], [1.155, 0.806, 0.664], [-1.165, 0.577, 1.248], [-0.161, 1.635, 0.798], [0.275, -1.932, -1.946], [-0.058, -1.063, -0.757], [1.142, -1.656, -2.421], [-0.921, -0.009, 2.037], [-2.180, 1.123, 1.535], [-0.433, -1.850, -2.723], [-0.152, 2.221, 1.654], [-0.260, 2.035, -0.151], [1.101, 0.266, 1.572], [1.940, 1.549, 0.742], [0.075, -2.986, -1.774]],
  "atomic_forces_ev_per_a": [[-0.98, 0.81, 1.06], [-2.85, -3.74, -1.01], [-1.04, 2.54, 0.55], [-4.24, 2.37, -3.03], [0.84, -4.51, 0.69], [-1.83, -1.31, 0.67], [3.92, 4.08, 0.09], [2.55, 0.05, -0.62], [1.30, -1.05, 2.80], [1.74, -1.47, -0.83], [-1.43, 0.83, -0.95], [0.50, 2.03, 1.08], [-1.13, 1.38, -1.53], [0.90, -1.36, 0.96], [0.77, -0.23, -0.31], [0.96, -0.44, 0.38]],
  "mulliken_charge": [-0.23, -0.51, -0.51, -0.69, -0.62, -0.92, 0.24, 0.31, 0.46, 0.30, 0.38, 0.37, 0.35, 0.41, 0.30, 0.36]
}


3.
{
  "formula": "C4H9BrCl",
  "method": "ωB97M-V/def2-TZVPD",
  "e_tot_ha": -3191.94182,
  "relative_energy_kj_mol": 15.0,
  "s2": 0.756,
  "charge": 0,
  "e_homo_ha": [-0.3464, -0.3867],
  "multiplicity": 2,
  "lumo_ev": [0.9, -2.0],
  "species": ["Br", "Cl", "C", "C", "C", "C", "H", "H", "H", "H", "H", "H", "H", "H", "H"],
  "coordinates": [[1.098, 1.083, -1.929], [1.708, -2.752, 1.593], [0.790, -1.422, -0.596], [-0.860, 0.340, 0.044], [0.592, 0.039, -0.350], [-1.114, 1.788, 0.456], [1.222, -2.011, 0.601], [1.606, -1.673, -1.256], [-1.513, 0.067, -0.792], [-0.463, 2.077, 1.284], [-2.150, 1.886, 0.788], [-0.955, 2.472, -0.380], [-0.141, -1.952, -0.786], [-1.105, -0.326, 0.885], [1.283, 0.384, 0.438]],
  "atomic_forces_ev_per_a": [[0.07, -0.09, -0.14], [0.73, -1.07, 1.67], [-0.69, 0.99, -1.53], [0.29, 0.17, 0.10], [-0.27, -0.06, 1.00], [-0.16, -0.24, -0.02], [-0.44, 0.61, -0.85], [0.23, -0.27, 0.10], [0.07, -0.03, 0.07], [-0.01, 0.03, -0.05], [0.10, 0.10, -0.01], [0.02, -0.03, 0.10], [0.19, -0.23, 0.06], [0.07, 0.08, -0.18], [-0.21, 0.03, -0.33]],
  "mulliken_charge": [-0.13, -0.30, -1.15, -0.47, 0.00, -1.23, 0.33, 0.47, 0.38, 0.33, 0.34, 0.35, 0.38, 0.33, 0.38]
}


4.
{
  "formula": "C4H9BrN",
  "method": "ωB97M-V/def2-TZVPD",
  "e_tot_ha": -2786.06575,
  "relative_energy_kj_mol": 534.3,
  "charge": 1,
  "e_homo_ha": [-0.5269, -0.4757],
  "multiplicity": 1,
  "lumo_ev": [-4.9, -5.6],
  "species": ["Br", "N", "C", "C", "C", "C", "H", "H", "H", "H", "H", "H", "H", "H", "H"],
  "coordinates": [[-2.582, -0.031, -0.063], [0.161, -0.348, 0.540], [1.250, -0.902, -0.354], [0.168, -1.792, 0.265], [-0.853, 0.579, 0.011], [-0.536, 2.061, 0.276], [0.358, -2.548, 1.031], [0.343, 0.006, 1.455], [0.889, -0.711, -1.563], [0.163, -0.180, -2.361], [-0.621, -2.219, -0.412], [-1.239, 2.844, 0.525], [0.056, 1.952, 1.106], [2.210, -1.086, 0.002], [0.232, 2.376, -0.460]],
  "atomic_forces_ev_per_a": [[-0.13, -0.15, 0.05], [-0.74, 0.36, -1.16], [-3.71, -1.57, -1.71], [-0.06, -0.98, -1.62], [-0.73, 1.17, -0.75], [0.87, -1.53, -1.89], [0.30, 0.95, 0.30], [1.00, -0.35, 1.07], [1.12, 0.22, 2.47], [-0.26, 0.11, -0.01], [0.60, 1.19, 0.64], [-0.73, -0.49, -0.56], [1.63, 0.33, 2.64], [1.62, 0.55, 0.57], [-0.78, 0.18, -0.02]],
  "mulliken_charge": [0.01, 0.13, -0.15, -0.37, 0.03, -1.02, 0.28, 0.35, -0.29, 0.32, 0.27, 0.40, 0.37, 0.37, 0.31]
}


5.
{
  "formula": "C4H9BrNO",
  "method": "ωB97M-V/def2-TZVPD",
  "e_tot_ha": -2861.48226,
  "relative_energy_kj_mol": 147.0,
  "charge": 1,
  "e_homo_ha": -0.5251,
  "smiles": "C[NH+](C)CC(=O)Br",
  "multiplicity": 1,
  "lumo_ev": -3.8,
  "species": ["Br", "O", "N", "C", "C", "C", "C", "H", "H", "H", "H", "H", "H", "H", "H", "H"],
  "coordinates": [[-4.494, 0.389, -0.010], [-2.913, -1.469, 1.261], [-0.094, -0.462, -0.296], [0.733, 0.303, -1.287], [-2.895, -0.640, 0.429], [-1.398, 0.223, -0.318], [0.430, -0.549, 1.040], [-1.832, 0.206, -1.330], [0.262, 0.322, 1.787], [0.048, 0.474, -2.150], [-0.104, -1.484, 1.490], [-1.478, 1.121, 0.294], [1.554, -0.281, -1.624], [-0.272, -1.445, -0.486], [1.522, -0.789, 1.181], [1.046, 1.214, -0.970]],
  "atomic_forces_ev_per_a": [[0.81, -0.32, -0.25], [0.60, 0.14, -1.00], [-0.52, 1.56, -0.04], [-1.92, -2.79, -2.59], [1.56, 1.31, 0.59], [-4.64, -2.11, 0.78], [0.68, -1.56, 5.13], [0.66, 0.73, 0.41], [-0.17, -1.09, -1.89], [0.80, -0.15, 0.47], [0.85, 1.86, -0.38], [0.54, 0.12, -0.56], [0.75, -0.58, -0.07], [0.27, 0.00, -1.21], [-1.00, 0.29, -1.09], [0.73, 2.58, 1.69]],
  "mulliken_charge": [-0.06, -0.33, 0.07, -0.81, 0.49, -0.98, -0.84, 0.51, 0.32, 0.33, 0.35, 0.42, 0.38, 0.40, 0.34, 0.41]
}


6.
{
  "formula": "C4H9BrO",
  "method": "ωB97M-V/def2-TZVPD",
  "e_tot_ha": -2806.91789,
  "relative_energy_kj_mol": 352.5,
  "charge": 0,
  "e_homo_ha": [-0.2880, -0.2881],
  "multiplicity": 1,
  "lumo_ev": [0.7, 0.7],
  "species": ["Br", "O", "C", "C", "C", "C", "H", "H", "H", "H", "H", "H", "H", "H", "H"],
  "coordinates": [[2.159, 0.226, 0.203], [-0.240, -1.057, -0.561], [0.208, 1.050, -1.682], [-0.808, 1.089, 1.373], [0.115, -1.958, 0.482], [0.369, 0.155, -0.438], [1.070, -2.355, 0.345], [-0.987, 2.001, 0.863], [-0.080, -1.467, 1.404], [-0.608, -2.806, 0.566], [-1.619, 0.266, 1.184], [0.988, 1.923, -1.609], [-0.122, 0.921, 2.151], [-0.702, 1.505, -1.707], [0.258, 0.506, -2.574]],
  "atomic_forces_ev_per_a": [[0.88, -0.31, 0.10], [0.90, -0.07, -0.38], [3.23, 1.03, 2.39], [-0.62, -4.01, -4.33], [-2.92, -0.80, 0.08], [-2.49, 1.89, 1.49], [1.63, -0.35, 0.02], [-0.09, 0.90, 0.27], [0.65, 0.65, 1.05], [0.36, 0.59, -0.93], [1.39, 1.91, 0.83], [-1.39, -1.89, -0.40], [0.55, 0.27, 0.94], [-2.79, 1.19, 0.27], [0.70, -1.01, -1.39]],
  "mulliken_charge": [-0.13, -0.29, -1.25, -0.90, -0.84, 0.41, 0.37, 0.38, 0.37, 0.25, 0.22, 0.34, 0.33, 0.34, 0.39]
}


7.
{
  "formula": "C4H9Cl",
  "method": "ωB97M-V/def2-TZVPD",
  "e_tot_ha": -617.96893,
  "relative_energy_kj_mol": 92.3,
  "charge": 0,
  "e_homo_ha": -0.3845,
  "smiles": "CC[C@@H](C)Cl",
  "multiplicity": 1,
  "lumo_ev": 1.0,
  "species": ["Cl", "C", "C", "C", "C", "H", "H", "H", "H", "H", "H", "H", "H", "H"],
  "coordinates": [[-1.100, -1.154, -0.074], [1.256, 0.673, -0.369], [-0.122, 0.459, 0.195], [-1.079, 1.629, 0.077], [2.158, -0.497, 0.146], [-0.939, 2.539, 0.634], [1.686, 1.588, 0.156], [-1.250, 1.978, -0.942], [3.255, -0.530, 0.013], [1.162, 0.914, -1.387], [-0.029, 0.248, 1.228], [1.882, -0.681, 1.242], [-2.100, 1.340, 0.384], [1.749, -1.359, -0.357]],
  "atomic_forces_ev_per_a": [[0.90, 0.91, -0.87], [1.31, -0.01, 2.74], [-1.26, 0.43, 1.28], [-2.04, -0.28, -1.05], [-1.05, -0.53, 0.35], [1.09, 0.12, 0.59], [-0.99, -0.67, -0.68], [0.36, -0.21, -0.31], [-0.65, 0.65, -0.04], [0.54, -0.17, -1.63], [0.45, 0.24, 1.13], [0.69, 0.46, -1.38], [0.45, -0.25, 0.02], [0.18, -0.70, -0.14]],
  "mulliken_charge": [-0.24, -0.26, 0.11, -1.40, -1.10, 0.35, 0.26, 0.34, 0.34, 0.39, 0.26, 0.27, 0.39, 0.30]
}


8.
{
  "formula": "C4H9Cl2FSi",
  "method": "ωB97M-V/def2-TZVPD",
  "e_tot_ha": -1467.46554,
  "s2": 2.006,
  "charge": 0,
  "e_homo_ha": [-0.1929, -0.4050],
  "multiplicity": 3,
  "lumo_ev": [0.8, -2.0],
  "species": ["Cl", "Cl", "Si", "F", "C", "C", "C", "C", "H", "H", "H", "H", "H", "H", "H", "H", "H"],
  "coordinates": [[2.381, 1.682, 0.492], [4.633, -0.516, -0.498], [2.662, -0.212, -0.162], [-1.872, -1.883, -0.241], [2.027, -1.429, 1.151], [-1.961, -0.572, 0.055], [-2.205, 0.341, -0.864], [-2.277, 1.802, -0.557], [2.768, -2.189, 1.385], [-2.498, 2.370, -1.456], [1.969, -0.335, -1.439], [-1.331, 2.153, -0.149], [-3.052, 2.009, 0.180], [-1.802, -0.387, 1.108], [1.775, -0.918, 2.076], [1.135, -1.944, 0.807], [-2.352, 0.028, -1.886]],
  "atomic_forces_ev_per_a": [[-0.08, 0.63, 0.18], [0.58, -0.06, -0.10], [-0.75, -1.06, 0.70], [-0.08, 0.37, -0.53], [0.25, 0.38, -0.42], [1.98, -6.24, 8.05], [-1.95, 6.77, -7.62], [0.04, -1.16, -0.49], [0.18, -0.04, -0.06], [0.00, 0.02, -0.03], [-0.08, -0.02, -0.20], [0.28, 0.19, 0.31], [-0.16, 0.11, 0.38], [-0.02, -0.04, -0.02], [0.02, 0.15, 0.04], [-0.17, 0.01, -0.16], [-0.03, -0.02, -0.05]],
  "mulliken_charge": [-0.25, -0.25, 0.67, -0.24, -0.98, -0.38, -0.20, -0.86, 0.34, 0.29, -0.12, 0.23, 0.31, 0.47, 0.30, 0.27, 0.40]
}